No. 1
Molecular formula: C5H7N
Method: DFT, ωB97M-V with the def2-TZVPD basis set

```
13
Properties=species:S:1:pos:R:3:forces:R:3:nbo_charge:R:1
C 0.17642 -1.14170 0.30590 0.398 -0.057 0.087 -0.421
C -0.47872 -0.05284 1.15481 0.232 -0.019 0.119 -0.414
C -0.32304 1.13149 0.21436 0.188 -0.008 0.271 -0.100
C 0.50737 0.87011 -0.97131 0.860 0.285 0.180 -0.163
C 0.18769 -0.52394 -1.05651 -0.612 0.214 -0.156 -0.068
N -0.93255 0.74362 -1.09611 0.503 -1.151 -0.437 -0.343
H 1.26207 -1.16547 0.46460 -0.101 -0.444 0.838 0.204
H -0.23184 -2.15223 0.40469 -0.072 0.273 -0.196 0.215
H -1.55689 -0.21363 1.30882 0.349 -0.129 -0.069 0.214
H -0.00595 0.02457 2.13268 0.043 0.291 0.015 0.211
H -0.32945 2.15507 0.59135 -0.769 -0.163 -0.430 0.223
H 1.10048 1.49481 -1.61553 0.232 0.182 0.164 0.216
H 0.62440 -1.16987 -1.83776 -1.251 0.727 -0.385 0.227
```
Positions in Å, forces in eV/Å.

The SMILES is C1C[C@H]2[C@H]3[C@@H]1N32. The value obtained for the frontier orbital gap is 10.6 eV. The calculation puts the HOMO energy at -9.49 eV. The energy above the lowest of the compared OMol25 structures with the same formula, charge and spin is 284.6 kJ/mol. As for the spin multiplicity: 1. The LUMO energy is 0.043 Ha.

***

No. 2
Molecular formula: C13H21LiNO8S
Method: DFT, ωB97M-V with the def2-TZVPD basis set

```
45
Properties=species:S:1:pos:R:3:forces:R:3:nbo_charge:R:1
C 0.08879 3.43070 2.47925 0.407 0.017 0.326 -0.394
C 1.11203 2.56680 2.24172 -0.462 0.040 -0.083 -0.175
C 1.31451 1.68711 1.03212 -1.035 -1.838 1.301 -0.505
C 0.16987 1.67609 0.03077 -0.996 -0.370 -0.531 0.275
C -1.17618 1.14254 0.55756 -0.044 0.399 0.486 -0.443
C -1.18457 0.26636 1.81887 -0.174 -0.325 -0.098 -0.420
C -0.96446 -1.24037 1.57492 -0.044 -0.141 0.487 -0.430
C 0.23336 -1.80106 2.33385 0.027 -0.308 -0.225 -0.065
O 0.59837 -3.10818 1.85075 -0.212 0.128 -0.198 -0.723
O -0.04269 3.02545 -0.48169 0.582 -0.179 -0.522 -0.683
S 1.16813 3.35135 -1.50750 0.288 1.228 0.511 2.544
O 2.15974 4.05806 -0.77563 0.303 -0.439 0.059 -0.904
O 0.71461 3.92057 -2.71772 -0.410 -0.375 -0.036 -0.865
O 1.67360 1.81846 -1.71096 -0.437 0.164 0.131 -0.722
C 0.51859 0.98426 -1.30915 1.545 0.573 -0.861 0.422
N -0.41437 1.26628 -2.36307 -0.543 -0.976 0.469 -0.827
C 1.12693 -0.44678 -1.26507 0.085 0.240 0.043 -0.583
C 0.39457 -1.50743 -2.03548 -0.330 0.307 -0.093 0.854
O 0.95796 -2.31478 -2.76722 1.175 -0.909 0.645 -0.748
O -0.90645 -1.52713 -1.89288 -0.006 -0.113 0.567 -0.524
C -1.59994 -2.71911 -2.37540 -0.480 -0.411 -0.812 0.808
C -1.75814 -3.81887 -1.37335 0.220 0.800 0.487 -0.746
O -2.01520 -2.70871 -3.47540 0.108 0.243 0.101 -0.445
H -0.95055 3.16440 2.64736 -0.368 0.114 -1.917 0.200
H 0.32961 4.48427 2.60749 0.136 -0.236 1.860 0.222
H 1.90047 2.48199 2.98906 1.059 1.326 -0.925 0.215
H 2.26741 1.97625 0.59724 -0.079 0.239 -0.104 0.273
H 1.44167 0.64792 1.37226 0.190 -0.043 -0.169 0.199
H -1.69863 0.58638 -0.22202 0.029 0.044 -0.101 0.204
H -1.79575 2.01718 0.75098 0.056 0.084 -0.013 0.261
H -0.48364 0.60283 2.58304 0.009 0.253 -0.073 0.225
H -2.17440 0.38542 2.25693 0.006 0.071 0.066 0.232
H -0.90075 -1.49717 0.51882 0.138 0.167 -0.061 0.184
H -1.82593 -1.78768 1.96202 -0.105 -0.046 -0.213 0.224
H -0.04197 -1.92031 3.38066 0.173 0.122 0.093 0.196
H 1.11002 -1.15335 2.27060 -0.058 0.150 0.110 0.154
H 1.43964 -3.02041 1.40287 0.159 -0.108 0.129 0.451
H -0.05048 0.92736 -3.24622 -0.009 0.187 -0.101 0.381
H -1.32588 0.85589 -2.21056 -0.069 0.095 -0.032 0.384
H 1.26193 -0.78092 -0.23249 -0.215 -0.087 0.034 0.259
H 2.12213 -0.38228 -1.70335 0.022 0.073 -0.019 0.260
H -2.82470 -3.98607 -1.23920 -0.027 -0.249 -0.209 0.280
H -1.26146 -4.70063 -1.76783 -0.153 -0.155 0.031 0.260
H -1.36012 -3.53428 -0.40128 0.184 -0.155 0.001 0.245
Li 2.65235 -3.36842 -2.18563 -0.647 0.396 -0.541 0.991
```
Positions in Å, forces in eV/Å.

The net charge is +1. The value obtained for the frontier orbital gap is 5.4 eV. The calculation puts the HOMO energy at -10.48 eV. As for the spin multiplicity: 1. The LUMO energy is -0.186 Ha.

***

No. 3
Molecular formula: C16H18ClN3O2
Method: DFT, ωB97M-V with the def2-TZVPD basis set

```
40
Properties=species:S:1:pos:R:3:forces:R:3:nbo_charge:R:1
O 1.93553 0.59096 -1.07620 -0.327 -0.016 -0.261 -0.626
C 2.83801 0.94102 -0.34625 0.370 0.490 0.199 0.676
C 2.88771 2.34207 0.25535 -0.162 -0.159 -0.058 -0.478
C 1.75334 2.47731 1.28202 0.099 0.174 -0.266 -0.454
C 0.44752 2.17393 0.64773 -0.651 -0.364 0.275 0.549
N -0.37608 1.22560 0.96257 0.374 0.042 0.266 -0.498
C -1.40242 1.40002 0.07245 0.857 0.859 -0.158 0.300
C -2.57575 0.55128 0.03662 -0.518 -0.311 -0.083 -0.115
C -3.59389 0.79399 -0.88380 0.150 -0.085 0.176 -0.110
C -4.71158 -0.01575 -0.91105 -0.063 -0.074 0.024 -0.249
C -4.80991 -1.07114 -0.01518 0.243 0.153 0.028 -0.034
Cl -6.20929 -2.08372 -0.04633 -0.186 -0.135 -0.006 0.007
C -3.80351 -1.32621 0.90430 -0.160 -0.041 -0.070 -0.224
C -2.68722 -0.51325 0.92780 0.059 0.217 -0.162 -0.167
N -1.20473 2.41973 -0.72355 -1.169 -0.495 -0.429 -0.146
O -0.00485 2.93275 -0.35568 0.837 0.171 0.488 -0.275
N 3.84845 0.13050 0.02493 0.329 -0.160 0.185 -0.606
C 3.95954 -1.24605 -0.41032 -0.241 -0.080 -0.095 -0.070
C 5.23019 -1.46404 -1.26171 0.022 -0.134 -0.066 -0.414
C 6.03072 -2.56298 -0.55626 0.094 0.071 0.036 -0.403
C 5.60061 -2.45471 0.90392 -0.077 -0.193 -0.083 -0.403
C 4.10068 -2.19560 0.79140 0.063 0.030 0.041 -0.410
H 3.84686 2.54668 0.73137 0.002 0.032 -0.028 0.208
H 2.72465 3.06036 -0.54986 0.091 -0.053 0.012 0.241
H 1.73173 3.49790 1.67133 0.021 -0.069 0.057 0.238
H 1.89240 1.77956 2.10834 -0.076 0.078 -0.023 0.239
H -3.49162 1.61957 -1.56983 -0.038 0.078 -0.096 0.228
H -5.50467 0.16440 -1.61982 -0.073 -0.005 -0.045 0.228
H -3.89779 -2.15276 1.59119 -0.028 -0.067 0.042 0.226
H -1.88907 -0.69035 1.63124 0.057 -0.034 0.072 0.238
H 4.57424 0.47324 0.63413 -0.114 0.153 -0.059 0.389
H 3.04713 -1.44157 -0.97750 0.148 0.017 0.092 0.245
H 5.80393 -0.53631 -1.29310 -0.015 0.017 -0.040 0.204
H 4.98391 -1.73455 -2.28618 0.016 0.075 -0.075 0.222
H 5.74769 -3.54101 -0.94677 0.031 -0.077 -0.009 0.200
H 7.10441 -2.44013 -0.68918 0.041 -0.083 -0.055 0.212
H 6.10013 -1.60954 1.38162 0.066 0.054 0.069 0.187
H 5.82758 -3.35285 1.47558 0.069 0.028 0.101 0.216
H 3.58169 -3.13009 0.57961 -0.029 -0.067 0.010 0.211
H 3.67010 -1.76418 1.69409 -0.114 -0.038 -0.005 0.216
```
Positions in Å, forces in eV/Å.

The SMILES is O=C(CCc1nc(-c2ccc(Cl)cc2)no1)NC1CCCC1. The value obtained for the frontier orbital gap is 9.3 eV. The calculation puts the HOMO energy at -8.72 eV. The energy above the lowest of the compared OMol25 structures with the same formula, charge and spin is 0.0 kJ/mol. As for the spin multiplicity: 1. The LUMO energy is 0.021 Ha.

***

No. 4
Molecular formula: C15H39F6NO11S2V2
Method: DFT, ωB97M-V with the def2-TZVPD basis set

```
76
Properties=species:S:1:pos:R:3:forces:R:3:lowdin_spin:R:1
V 0.31134 1.01152 2.78057 0.575 -1.713 -0.972 2.860
V -1.34225 3.50892 0.95880 -1.797 -3.737 -0.918 2.950
C -0.59495 0.37156 -0.17254 0.569 -0.087 -0.162 0.006
O -0.41091 1.44075 0.74977 0.314 2.156 2.030 0.035
H -0.32968 0.72837 -1.16905 -0.360 -0.168 -0.080 0.000
H 0.11966 -0.42903 0.04515 0.021 0.095 0.112 -0.001
H -1.57912 -0.09993 -0.13187 -0.205 0.395 0.004 0.001
C -3.74335 1.94966 4.66951 0.354 -0.644 -0.032 0.002
F -3.01099 1.70653 5.73459 0.183 0.171 -0.112 0.000
F -4.95107 1.49538 4.81872 -0.145 0.147 -0.024 0.001
F -3.74244 3.24575 4.41029 0.005 0.156 -0.108 0.000
S -3.02461 1.05319 3.09984 -1.093 -0.027 -0.520 0.009
O -4.10603 0.24372 2.61002 1.425 0.282 0.398 0.002
O -2.71397 2.14940 2.15586 1.555 1.169 0.128 0.019
N -1.55529 0.29424 3.54557 -2.567 2.167 -1.433 0.024
S -1.99488 -0.99000 4.40126 0.440 -3.278 2.870 0.005
O -0.89448 -1.32115 5.26555 0.203 0.422 -0.740 0.002
O -3.29298 -0.91952 5.02190 0.770 0.529 -1.310 -0.001
C -1.98648 -2.41634 3.14592 -1.074 0.329 0.866 0.001
F -2.59550 -2.08669 2.02170 0.302 0.422 -0.631 0.000
F -0.73555 -2.75102 2.94482 0.707 -0.020 -0.561 0.000
F -2.62640 -3.44017 3.65173 -0.162 -0.236 0.545 0.001
C 2.78086 -0.91281 -2.07989 1.428 0.472 0.899 0.000
C 4.10658 -1.47947 -1.51381 -0.453 -1.080 -1.778 0.000
O 4.63531 -2.41606 -2.47624 -0.071 0.190 0.450 0.000
H 2.23568 -1.68832 -2.60596 -0.182 -0.033 0.127 0.000
H 3.03276 -0.11060 -2.77519 -0.323 0.040 -0.056 0.000
H 2.24038 -0.50058 -1.21747 -0.379 0.103 -0.369 0.000
H 3.86949 -2.08682 -0.64037 0.453 0.208 0.159 0.000
H 4.90541 -0.75156 -1.36277 -0.402 0.323 0.623 0.000
H 4.89827 -1.90467 -3.24914 0.043 -0.154 -0.055 0.000
C -0.97476 0.77407 -4.60629 -0.288 0.976 -0.079 0.000
C 0.37630 0.28912 -4.10528 -1.146 -1.569 -0.122 0.000
O 0.48014 -1.10248 -4.41655 0.424 0.033 -0.204 0.000
H -1.79001 0.30128 -4.05555 -0.004 -0.138 -0.078 0.000
H -1.12598 0.59897 -5.67179 0.215 -0.453 0.060 0.000
H -1.12527 1.85972 -4.54040 0.252 0.014 0.354 0.000
H 0.42116 0.28697 -3.00827 0.259 0.956 -0.020 0.000
H 1.20245 0.80827 -4.58299 0.129 -0.008 0.192 0.000
H -0.34087 -1.56286 -4.15377 0.218 0.243 -0.374 0.000
C -0.72609 -2.93181 -1.72075 0.774 0.801 -0.076 0.000
C -1.98758 -2.43189 -2.44239 -1.012 -1.535 1.202 0.000
O -1.93425 -2.41436 -3.84942 0.563 0.691 -0.205 0.000
H -0.84091 -3.43822 -0.75977 -0.801 -0.233 -0.241 0.000
H -0.09468 -2.08122 -1.43157 0.214 -0.070 -0.556 0.000
H -0.15024 -3.58971 -2.37197 0.044 0.044 0.021 0.000
H -2.28259 -1.44530 -2.07431 0.086 0.063 -0.281 0.000
H -2.79613 -3.11945 -2.16180 -0.071 0.281 0.105 0.000
H -2.24346 -3.23698 -4.23547 0.037 -0.131 0.132 0.000
C 4.72119 1.70295 2.12152 0.544 -0.747 0.229 0.000
C 3.54623 1.97186 3.03853 -0.118 0.750 -1.953 0.002
O 2.31441 1.72193 2.23533 -1.288 -0.434 0.540 0.037
H 4.75296 0.64650 1.84394 -0.147 -0.024 0.098 0.000
H 5.66769 1.88231 2.63567 -0.098 0.205 0.042 0.000
H 4.74096 2.24525 1.17627 -0.271 0.385 0.216 0.000
H 3.44129 3.03160 3.26469 0.457 -0.154 0.755 0.000
H 3.53080 1.29485 3.88403 -0.234 0.152 0.139 0.000
H 2.22118 2.35268 1.51355 0.603 -0.014 -0.103 0.002
C -2.65132 4.05197 -2.91914 0.923 1.029 1.005 0.000
C -2.44118 2.89574 -1.94976 -1.287 -0.125 -1.967 0.003
O -2.88534 3.18112 -0.60056 1.475 0.640 0.918 0.014
H -3.63814 4.50931 -2.89540 -0.189 -0.406 -0.090 0.000
H -2.35204 3.79049 -3.93073 -0.226 -0.264 -0.017 0.000
H -1.95932 4.85126 -2.61991 -0.081 0.097 -0.152 0.000
H -1.39631 2.59323 -2.00113 -0.005 -0.160 0.590 0.001
H -3.07721 2.09052 -2.32070 0.362 -0.396 0.263 0.000
H -3.78972 2.86765 -0.47301 0.092 0.021 0.211 0.001
C 1.72763 -2.74400 1.15348 0.357 -0.210 0.755 0.000
C 2.23701 -1.43162 1.73513 -0.318 -0.725 -0.028 0.003
O 1.47421 -0.94891 2.87372 -0.842 1.168 0.058 0.017
H 0.83635 -2.60182 0.54798 0.131 -0.113 -0.114 0.000
H 1.51435 -3.48935 1.92234 -0.115 0.168 0.148 0.000
H 2.55512 -3.19559 0.60370 -0.273 0.139 -0.421 0.000
H 2.08712 -0.67889 0.96203 0.638 0.261 0.259 0.001
H 3.26089 -1.54242 2.09414 0.096 0.276 -0.431 0.000
H 1.58910 -1.50693 3.65534 -0.211 -0.084 -0.133 0.000
```
Positions in Å, forces in eV/Å.

The net charge is +2. The value obtained for the frontier orbital gap (alpha / beta) is 5.3 / 5.3 eV. As for the expectation value of S²: 12.0116. The calculation puts the HOMO energy (alpha / beta) at -13.96 / -13.96 eV. The energy above the lowest of the compared OMol25 structures with the same formula, charge and spin is 0.0 kJ/mol. As for the spin multiplicity: 7. The LUMO energy (alpha / beta) is -0.320 / -0.320 Ha.